Below is a molecular structure, C4H7NO, with properties calculated with wB97M-V/def2-TZVPD.

- multiplicity = 1
- relative energy (zero: lowest compared OMol25 entry of this formula, charge and spin) (kJ/mol) = 543.0

Last column: Löwdin charge in e.
Positions of all 13 atoms, in Å:
C (-0.88, 1.11, 0.60)  -0.0484
C (-0.34, -0.17, -0.02)  -0.7696
C (1.04, -0.55, 0.45)  0.0531
N (-1.05, -1.28, 0.22)  0.1698
C (0.36, 0.24, -1.48)  -0.1754
O (0.34, -0.16, -2.59)  0.1326
H (-1.87, 1.33, 0.18)  0.0868
H (-0.99, 0.95, 1.68)  0.0868
H (-0.21, 1.95, 0.42)  0.0839
H (1.48, -1.44, 0.01)  0.0871
H (1.28, -0.39, 1.50)  0.0863
H (-0.60, -2.06, -0.26)  0.0505
H (1.43, 0.47, -0.71)  0.1565

Below is a molecular structure, C4H7NO, with properties calculated with wB97M-V/def2-TZVPD.

- multiplicity = 1
- relative energy (zero: lowest compared OMol25 entry of this formula, charge and spin) (kJ/mol) = 383.8

Last column: Löwdin charge in e.
Positions of all 13 atoms, in Å:
C (0.67, 0.31, 1.40)  -0.3889
C (-0.55, -0.71, -0.56)  -0.3363
C (-1.09, -0.22, -1.83)  -0.0836
C (0.32, -0.77, -1.65)  -0.1243
H (1.47, -0.74, 1.67)  0.1977
H (-0.82, 1.05, 0.43)  0.0684
H (-0.72, -1.89, -0.10)  0.2117
H (-1.23, 0.92, -1.76)  0.1319
H (-2.00, -0.63, -2.25)  0.0968
H (0.56, -1.72, -2.19)  0.1333
H (1.02, -0.11, -1.76)  0.0509
N (-0.32, 0.29, 0.55)  0.0973
O (0.98, 1.18, 2.24)  -0.0549

Looking at Kohn-Sham gap for the records above, in order, we have 8.39 10.37 eV.
Looking at M for the records above, in order, we have 85.106 85.106 g mol⁻¹.
Looking at E_LUMO for the records above, in order, we have -0.84 0.96 eV.